No. 1
14
Properties=species:S:1:pos:R:3:forces:R:3 method="wB97M-V/def2-TZVPD" largest_force_ev_per_a=4.17 e_homo_ev=-9.13
H 1.5044 1.8831 0.1820 -0.3702 -0.6623 -0.9513
C 1.4359 0.7941 -0.0428 3.0197 0.1868 -1.6592
S -2.6793 0.2757 -0.5524 1.1681 -0.6319 0.3984
O -0.0191 -0.9532 0.5520 2.2241 0.9067 0.9741
C -2.2479 -1.4044 -0.0102 1.0950 2.9399 -1.0802
C -1.0925 -1.6775 0.5556 -1.4584 -3.4458 1.8500
H 2.2235 0.4153 0.6220 -1.0387 -0.6428 0.5707
H -0.9866 -2.6327 1.2333 0.0715 1.8309 -1.6961
C 0.0704 0.2550 -0.0499 0.1302 -0.6544 0.2989
O -3.2895 0.8506 0.6721 0.1072 0.2862 -0.2988
H -0.7290 1.7435 -1.3121 -0.5241 -1.2987 1.1256
H -3.0548 -2.0208 -0.0690 -1.9156 -1.8448 0.2448
H 1.9580 0.4448 -1.0461 -1.1407 1.3925 1.5029
C -0.9368 0.8121 -0.6888 -1.3680 1.6377 -1.2799

No. 2
19
Properties=species:S:1:pos:R:3:forces:R:3 method="wB97M-V/def2-TZVPD" largest_force_ev_per_a=3.09 total_charge=+1 e_homo_ev="-11.27 / -11.27"
N 0.1232 -0.1395 0.4322 -1.1011 0.4703 -1.9166
C 1.1516 0.4725 0.9685 1.3665 -0.4358 0.6730
N -0.0987 1.0549 -1.7288 1.9326 -1.5402 1.7438
C -1.7399 -0.5118 -1.1673 1.5131 0.8846 1.7718
C 1.0918 1.5084 -1.9366 2.3159 1.3863 0.2041
C -0.5733 -1.1609 1.1398 -0.4393 0.5209 -1.4493
H -2.1589 -0.0669 -2.0143 -1.2196 0.0452 -1.5572
N -2.3224 -1.4191 -0.4784 -0.6276 -0.3564 -0.6013
H -0.8144 1.2619 -2.3632 -1.0168 0.6900 -1.4655
H 1.1862 2.1938 -2.7662 0.1063 0.0018 0.0335
C -1.6514 -1.7767 0.6462 -0.0855 -0.6471 0.2534
H 0.8659 -0.4962 2.8642 1.3269 2.0965 -1.8413
N 1.4527 0.1858 2.2545 -1.3372 -1.7550 2.0821
H 2.1675 0.5770 2.8477 0.3358 0.4486 -0.8815
H 2.0450 1.3204 -1.3249 -2.1493 -0.0039 -1.2083
C -0.5286 0.1503 -0.8291 -0.4698 -0.8638 1.2908
H -0.0826 -1.4788 1.9789 0.6731 -1.1081 1.6053
H 1.9053 1.0091 0.3546 -1.1615 -0.2074 0.9966
H -2.0187 -2.6841 1.1222 0.0373 0.3735 0.2667